C33H69AsF7O18S5 | wB97M-V/def2-TZVPD

The geometry in XYZ format:
```
133
Properties=species:S:1:pos:R:3
As -0.574 -0.002 -0.113
F 0.422 0.899 1.152
F -1.078 1.560 -0.877
F -1.489 -0.931 -1.342
F -0.219 -1.559 0.794
F -2.058 0.227 0.876
F 0.907 -0.063 -1.139
C -8.948 4.602 0.732
C -8.112 4.468 2.028
C -8.242 5.777 2.763
O -9.034 6.568 1.867
C -9.854 5.762 1.087
H -9.544 3.753 0.396
H -8.250 4.770 -0.088
H -7.074 4.274 1.759
H -8.452 3.669 2.687
H -7.292 6.253 3.004
H -8.808 5.641 3.684
H -10.130 6.346 0.209
H -10.723 5.395 1.633
C 6.584 1.562 3.549
C 7.916 2.246 3.224
C 8.734 1.257 2.394
O 7.817 0.156 2.167
C 6.436 0.527 2.453
H 5.734 2.244 3.536
H 6.649 0.955 4.452
H 8.359 2.458 4.197
H 7.716 3.153 2.655
H 9.641 0.861 2.851
H 8.966 1.716 1.433
H 5.787 -0.293 2.758
H 5.954 0.947 1.570
C -6.033 3.158 -6.475
C -6.605 3.409 -7.816
C -5.501 2.971 -8.858
O -4.500 2.411 -8.016
C -5.038 2.046 -6.792
H -6.743 2.865 -5.701
H -5.612 4.094 -6.109
H -6.994 4.394 -8.074
H -7.436 2.710 -7.911
H -5.161 3.917 -9.279
H -5.908 2.231 -9.547
H -4.259 1.984 -6.032
H -5.503 1.063 -6.856
O -1.523 7.990 2.330
S -1.429 8.791 1.124
O -1.683 10.240 1.184
O 0.088 8.537 0.413
C 0.427 7.233 0.037
C 1.870 7.226 -0.421
C -2.469 8.060 -0.238
H -0.213 6.933 -0.792
H 0.410 6.600 0.924
H 2.579 7.766 0.206
H 1.958 7.761 -1.367
H 2.167 6.182 -0.519
H -3.524 8.121 0.030
H -2.128 7.036 -0.392
H -2.184 8.599 -1.142
O -6.952 -7.474 1.237
S -6.068 -6.556 0.481
O -5.545 -6.905 -0.844
O -6.852 -5.051 0.374
C -6.072 -4.017 -0.259
C -6.922 -2.737 -0.340
C -4.627 -6.125 1.547
H -5.682 -4.239 -1.252
H -5.189 -3.833 0.353
H -6.650 -1.933 -1.024
H -7.004 -2.321 0.665
H -7.916 -2.990 -0.708
H -4.979 -5.627 2.451
H -3.890 -5.529 1.008
H -4.158 -7.080 1.782
O 4.122 -11.582 4.426
S 3.802 -10.711 5.558
O 4.844 -10.422 6.485
O 3.127 -9.257 5.055
C 3.755 -8.608 3.917
C 5.081 -7.971 4.324
C 2.265 -11.335 6.413
H 3.041 -7.834 3.638
H 3.829 -9.350 3.122
H 5.803 -8.780 4.443
H 5.028 -7.325 5.200
H 5.590 -7.433 3.525
H 1.518 -11.619 5.672
H 1.765 -10.605 7.049
H 2.552 -12.173 7.049
O 3.537 5.761 -7.438
S 3.697 4.376 -6.915
O 4.004 3.330 -7.884
O 4.945 4.421 -5.757
C 5.192 3.192 -5.050
C 6.461 3.296 -4.227
C 2.258 3.958 -5.933
H 5.142 2.344 -5.734
H 4.408 3.000 -4.317
H 7.332 3.530 -4.838
H 6.594 2.324 -3.752
H 6.395 4.093 -3.486
H 2.361 4.290 -4.900
H 2.116 2.880 -6.010
H 1.465 4.587 -6.337
O -3.037 0.047 7.379
S -1.763 0.579 7.895
O -1.600 1.136 9.226
O -0.780 -0.736 7.836
C -0.663 -1.481 6.613
C -0.817 -3.020 7.064
C -0.876 1.571 6.600
H 0.360 -1.447 6.240
H -1.338 -1.106 5.844
H -1.877 -3.118 7.300
H -0.169 -3.214 7.919
H -0.655 -3.760 6.280
H -1.215 2.595 6.759
H -1.173 1.162 5.634
H 0.204 1.510 6.733
F 6.805 -7.595 -7.384
C 6.940 -6.683 -6.431
C 5.880 -5.801 -6.254
C 6.079 -4.827 -5.291
C 7.247 -4.673 -4.516
C 8.288 -5.571 -4.728
C 8.107 -6.595 -5.698
H 5.059 -5.768 -6.955
H 5.315 -4.068 -5.210
H 7.352 -3.812 -3.873
H 9.154 -5.472 -4.090
H 8.861 -7.336 -5.918
```

Results
**Net charge**: -1
**Energy relative to the best compared isomer or geometry (same formula, charge and spin)**: 0.000 eV
**Frontier orbital gap**: 0.358 Eh
**2S+1**: 1
**DFT total energy**: -206230.709 eV